Formula: C4H27NO10
Source: OMol25
Level of theory: ωB97M-V/def2-TZVPD

The spin multiplicity is 1. Its charge is 0. The LUMO energy is 0.27 eV. For the HOMO energy, the calculation gives -9.16 eV. As for the structure (SMILES): N[C@@H](CO)CCO.O.O.O.O.O.O.O.O. Its relative energy (zero: lowest compared OMol25 entry of this formula, charge and spin) is 2.3438 eV.

Structure (XYZ):
```
42
Properties=species:S:1:pos:R:3:forces:R:3:mulliken_charge:R:1
C -1.267143 1.709616 -1.885110 0.745 1.695 -1.107 -1.068
O -1.443566 2.955044 -1.225880 1.266 0.656 0.057 -0.578
C -1.365862 0.462850 -1.088121 -0.422 -2.191 -1.037 0.855
C -1.425857 -0.780921 -2.093374 -0.063 -0.481 1.623 -0.761
C -1.569349 -2.143115 -1.291156 0.571 -0.364 -4.068 -0.591
O -0.530983 -2.511032 -0.469819 1.000 -0.806 1.261 -0.556
N -0.260145 0.163724 -0.139086 -2.278 -0.569 -0.666 0.227
H -1.952810 1.724437 -2.720305 -0.643 -0.582 -0.257 0.407
H -0.302374 1.858596 -2.397396 0.069 -0.459 0.400 0.228
H -2.190284 3.029104 -0.651503 -0.947 -0.594 0.315 0.368
H -2.422930 0.480757 -0.728518 1.016 -0.174 1.040 0.164
H -0.463294 -0.936096 -2.639307 -0.957 0.717 -0.200 0.256
H -2.397396 -0.683821 -2.665537 1.489 -0.155 -0.023 0.393
H -1.475413 -2.972246 -2.118375 -1.069 1.436 1.325 0.309
H -2.520862 -2.146857 -0.817016 -1.011 -0.292 0.631 0.329
H -0.255531 0.754551 0.656414 0.289 0.791 0.309 -0.023
H -0.149761 -1.735415 -0.047453 0.102 0.868 -0.083 0.327
H 0.581263 0.115626 -0.664302 0.922 0.339 -0.075 -0.112
H 1.491930 -0.327055 3.799769 -0.271 -0.269 -0.082 0.315
H 0.694262 0.774000 3.008015 -0.011 -0.463 0.648 0.322
O 1.512340 0.580416 3.499298 0.200 0.630 -0.435 -0.715
H 1.853247 1.981050 -1.138315 -0.214 0.444 0.555 0.349
H 2.927082 3.059873 -1.484354 0.056 1.596 0.485 0.248
O 2.650013 2.182269 -1.621838 0.266 -1.925 -1.221 -0.625
H -1.003803 -0.527036 3.697328 0.149 -0.076 -0.132 0.272
H -2.231755 0.089833 3.145046 0.259 0.204 -0.223 0.293
O -1.315874 0.319889 3.362531 -0.479 0.100 0.469 -0.668
H -1.224938 -1.993946 1.380441 0.470 0.595 -0.916 0.465
H -1.770136 -2.976429 2.264611 -0.184 -0.527 0.541 0.240
O -1.375905 -2.106535 2.312561 -0.369 -0.464 0.528 -0.673
H 2.493061 -0.572190 -1.819638 -0.470 -0.480 -0.803 0.283
H 2.756169 -1.641324 -2.851811 0.210 -0.244 -0.202 0.290
O 2.047921 -1.077192 -2.544402 0.261 0.811 0.941 -0.581
H 3.253436 -2.890468 0.515139 -0.387 -0.181 -0.247 0.266
H 2.186010 -2.773750 -0.688857 1.069 0.418 0.950 0.342
O 2.969754 -2.359813 -0.237098 -0.755 -0.223 -0.626 -0.614
H 2.116964 0.913923 1.805096 0.024 0.946 -1.687 0.324
H 3.154727 1.490082 0.866152 0.149 0.191 -0.448 0.293
O 2.200357 1.387398 0.902523 -0.035 -1.171 2.261 -0.561
H -1.316404 1.983034 2.283186 0.831 -0.460 2.459 0.238
H -1.066024 2.929229 1.095231 0.453 0.338 -0.028 0.343
O -1.590133 2.209937 1.435237 -1.304 0.374 -2.231 -0.621
```
Positions in Å, forces in eV/Å.